1.
33
Properties=species:S:1:pos:R:3:mulliken_charge:R:1 method="wB97M-V/def2-TZVPD" total_charge=0 spin_multiplicity=1 homo_lumo_gap_ev=7.099
H 3.1308 4.6619 0.0583 0.303
H -1.9925 -3.3365 -3.1723 0.254
I -0.0681 2.9005 0.9875 -0.403
C 3.4146 4.0376 0.9146 -0.426
C -3.3107 -1.1477 -2.4855 -0.394
C -4.0744 0.9258 -1.5698 -0.593
H 5.3714 3.7097 0.0895 0.295
H 2.5094 3.4949 1.2281 -0.147
H -4.8097 1.7204 -1.4556 0.370
H -0.1107 -4.9881 -3.1669 0.430
S 0.1056 -1.2674 2.2084 -0.496
C -1.0203 -1.9916 -1.8148 0.291
N -1.9142 0.0824 -0.9673 0.064
C 1.1170 -2.5885 -1.0831 -0.165
H 1.9373 -4.4429 -1.7603 0.380
C 1.7389 -1.1957 2.4471 0.317
N 2.9170 -1.0846 2.5439 -0.512
Cd 0.3179 0.2980 0.2025 0.947
N 0.1071 -1.7031 -1.1184 0.031
C -4.3126 -0.1766 -2.3893 -0.516
H -2.6425 1.8735 -0.2356 0.169
C -2.8728 1.0178 -0.8771 -0.019
C -0.0444 -4.0768 -2.5741 -0.510
H 5.0022 2.6468 1.4518 0.273
C -1.1028 -3.1659 -2.5754 -0.370
H 3.7095 4.7034 1.7327 0.268
H 1.9691 -2.3169 -0.4522 0.361
H 4.3011 2.3194 -0.1424 0.235
C 1.0816 -3.7745 -1.8018 -0.623
H -5.2439 -0.3001 -2.9445 0.423
C -2.1160 -0.9976 -1.7529 0.364
H -3.4289 -2.0169 -3.1190 0.260
C 4.5840 3.1118 0.5544 -0.862

=====

2.
40
Properties=species:S:1:pos:R:3:mulliken_spin:R:1 method="wB97M-V/def2-TZVPD" total_charge=+1 de_lowest_ev=0.826 spin_multiplicity=2 s2=0.75 homo_lumo_gap_ev="10.152 / 3.615"
H 1.3495 1.7014 3.6810 0.037
O -2.2398 -3.5658 -1.5701 0.000
H -2.0334 -2.7255 -1.1609 0.000
O -2.1410 -2.9039 2.1660 0.000
H 1.3026 1.6838 -1.6037 -0.001
H -1.5618 -0.9325 -0.0796 0.001
H -1.6168 -4.1808 -1.1830 0.000
H 0.6075 0.1987 2.9508 0.071
H 2.2181 -0.2342 0.3914 0.000
C -0.2212 2.2342 1.0486 0.038
H -0.3443 1.6615 0.1294 0.053
H -2.2928 2.3679 1.7765 -0.001
C 2.8505 -0.5579 -3.1097 0.000
H 3.1487 -1.5895 -3.2963 0.000
C -0.7973 1.8776 3.2679 0.026
C -1.3790 1.7993 1.9489 -0.009
H 1.8354 -1.8597 -1.3550 0.000
H 2.8909 -0.0787 -4.0879 0.000
H -1.8724 -3.8224 2.1442 0.000
H -1.3198 1.2573 3.9961 0.001
C 1.4350 -0.3838 -2.4986 0.000
O -2.7911 0.1562 -0.7282 0.000
C 0.6175 1.2880 2.9872 0.031
O 0.9373 1.8798 1.7733 0.645
H -1.5469 0.7757 1.6142 0.012
H -0.2527 -1.5405 -0.5361 0.000
O 2.8412 0.0074 1.0767 0.025
O -0.9873 -1.6852 0.0603 -0.001
H -3.7146 -0.0449 -0.5769 0.000
H -0.6049 2.9226 3.5111 0.005
H -2.8031 0.9364 -1.2826 0.000
C 1.0014 1.0869 -2.4645 0.002
H 2.4912 0.8191 1.4439 0.000
H 3.6393 -0.1102 -2.5050 0.000
H -1.6894 -2.5041 1.4227 0.000
H -0.0885 1.0951 -2.4618 -0.001
H -0.4090 3.2693 0.7633 0.065
O 1.4884 -0.9743 -1.2234 0.000
H 1.3204 1.6483 -3.3427 0.000
H 0.7321 -0.9729 -3.0876 0.000

=====

3.
12
Properties=species:S:1:pos:R:3:mulliken_charge:R:1 method="wB97M-V/def2-TZVPD" total_charge=-1 de_lowest_ev=0.890 spin_multiplicity=1 smiles="N/C([O-])=C/CN=O" homo_lumo_gap_ev=7.240
N -2.0835 0.6050 0.6301 -0.166
C -1.4643 0.8414 -0.6515 -0.091
N 1.7946 -0.5297 0.7005 -0.547
H -2.0262 0.4974 -1.5325 0.339
C -0.3255 -0.0341 -0.2332 -0.629
O -2.9816 -0.2891 0.6667 -0.514
C 0.8520 0.4765 0.3209 0.417
O 1.1956 1.6627 0.4198 -0.747
H 2.5242 -0.1424 1.2834 0.244
H -1.1524 1.8804 -0.7362 0.248
H -0.4870 -1.1012 -0.2521 0.217
H 1.3533 -1.3339 1.1205 0.229

=====

4.
57
Properties=species:S:1:pos:R:3:mulliken_charge:R:1 method="wB97M-V/def2-TZVPD" total_charge=+2 spin_multiplicity=1 homo_lumo_gap_ev=6.362
C 0.9326 0.2151 4.6620 0.104
H -1.4202 4.0406 -0.7859 0.390
C -0.0991 3.6633 -3.1547 -1.599
H 0.6573 -4.5702 -2.2387 0.432
O 3.2248 0.0791 3.4332 -0.588
H 2.0132 0.3157 6.5066 0.454
H -2.6884 -3.1849 -1.4594 0.383
H 0.5337 -3.2913 -3.4670 0.345
C -0.1258 0.2604 2.5790 1.349
H -1.9315 -1.4900 6.5666 0.410
H -0.6898 -1.8831 -4.0182 0.481
C -1.8145 -3.6441 -1.9387 -1.622
C 0.6378 -3.4773 -2.3849 -1.366
H -2.2630 -1.4012 -3.3383 0.329
C 1.7433 2.9036 -1.6537 -1.316
Nb -0.2551 0.0386 -0.6028 0.327
C -0.3308 3.9425 -0.7037 -1.386
C 2.8174 -0.7424 -0.1618 0.800
H 0.1066 4.9466 -0.8117 0.461
N -0.6592 -1.4339 -1.9251 0.611
H -0.0918 3.5565 0.2955 0.298
C -0.5243 -2.8904 -1.5728 1.202
H -1.7394 -4.6841 -1.5812 0.451
C -1.1820 -1.2143 -3.2929 -1.234
N 1.7038 -0.3238 -0.4371 -0.719
S 2.0791 0.9461 3.5655 1.059
C -1.2799 -0.7767 4.6447 -0.737
H -1.9909 -3.6897 -3.0232 0.418
H -1.1666 3.8957 -3.2531 0.429
C -0.2394 -0.1262 3.9849 0.278
H 2.0382 2.3801 -0.7358 0.256
H -2.2806 0.7315 -1.6495 0.432
H 0.4492 4.6124 -3.2505 0.443
C 1.0882 -0.0025 6.0220 -0.485
H -1.9832 1.7413 -3.0893 0.404
K 2.1934 -0.3252 -3.6095 0.975
O 3.9118 -1.2398 -0.0995 -0.451
H 0.6484 -2.5321 0.2322 0.294
C 0.0389 -0.6188 6.7117 -0.572
H 0.1317 -0.7948 7.7877 0.416
C -0.2580 -3.0599 -0.0887 -1.676
C -1.1271 -1.0059 6.0185 -0.616
H 0.1984 3.0168 -3.9902 0.344
H -0.0977 -4.1304 0.1042 0.544
C 0.2350 3.0288 -1.7959 0.861
H 1.6104 -3.0782 -2.0536 0.246
N 1.0148 0.7587 2.1820 -0.335
C -1.8468 1.6743 -2.0056 -1.178
H -1.1165 -2.7368 0.5128 0.360
H 2.1897 2.3870 -2.5207 0.122
H -2.1655 -1.0790 4.0567 0.389
S -1.4424 0.0411 1.4000 -0.453
O 2.2365 2.3303 3.9330 -0.591
H -1.0163 -0.1915 -3.6530 0.264
H -2.3913 2.4985 -1.5380 0.464
N -0.3874 1.6959 -1.6802 0.607
H 2.1703 3.9180 -1.6340 0.494

=====

5.
59
Properties=species:S:1:pos:R:3:mulliken_charge:R:1 method="wB97M-V/def2-TZVPD" total_charge=+2 spin_multiplicity=1 homo_lumo_gap_ev="4.354 / 4.309"
H 0.2638 3.4322 0.3421 0.268
H 1.8120 -7.5519 1.1157 0.341
C -2.6083 1.1013 -4.8460 1.052
H -0.7295 -7.4457 -0.5849 0.136
H -0.1646 3.4604 -5.3966 0.451
H 0.8714 -8.9344 0.5558 0.395
H -0.1672 5.4377 -1.0293 0.418
Ir 0.0127 0.2195 -0.0601 0.766
H 2.1247 -6.7197 -1.4080 0.410
C -0.6193 -4.5410 3.9935 0.137
C -0.0285 -2.4566 -1.8588 0.170
N -0.0835 2.1008 -1.1984 -0.099
N -4.5976 -0.3700 -3.7877 -0.571
C 1.1840 -7.2473 -1.5496 -1.765
I -1.6969 1.1143 2.0394 0.350
C -0.5249 -5.8930 3.6764 -0.705
C -0.0942 -5.3123 1.3682 -0.660
C -0.7814 2.8147 -4.7842 -0.786
C -3.3178 0.2148 -5.6769 -0.707
C -0.2584 -6.2877 2.3821 0.955
H -1.1115 -8.1429 1.7934 0.312
H -0.6543 -6.6316 4.4515 0.550
C -0.4421 -3.5665 3.0333 -1.151
C 0.1327 -4.7143 -0.8756 -0.302
C -0.3600 1.9398 -2.4903 -0.227
C 0.2761 -7.0783 -0.3356 0.498
H 0.2458 -8.2886 2.9000 0.481
H -0.3570 0.9261 -2.8705 0.809
C -0.2335 4.4581 -1.4717 -0.860
H 0.2211 -5.0115 -1.9111 0.626
H 1.4097 -8.3033 -1.6763 0.431
H 0.1753 1.2810 4.0309 0.506
H -4.9409 -1.2127 -5.6189 0.420
H -0.5173 -2.5189 3.2749 0.507
H -1.5425 1.9219 -6.5018 0.352
O 0.0325 -2.9946 -2.9423 -0.630
H -4.1344 0.5714 -2.0113 0.459
C 0.8079 -7.8865 0.8462 -0.997
C 0.0323 -3.3641 -0.6217 -0.470
H 0.1837 2.7928 3.0784 0.483
C -0.1255 -7.7335 2.0386 -0.931
H -0.7060 5.1622 -3.4382 0.540
C -0.5927 3.0126 -3.3504 0.325
C -0.0066 3.3353 -0.6983 0.139
C 0.1543 1.7070 3.0303 -0.873
H -3.0924 0.1113 -6.7254 0.396
O -0.0302 -1.6918 1.0960 -0.735
I 1.9039 1.0202 1.9094 0.306
O -0.1771 -1.2125 -1.6477 -0.497
N 0.1261 -5.6640 0.0576 0.211
N -2.9166 1.1840 -3.5574 -0.344
F -0.8751 -4.1834 5.2444 -0.331
C -1.5888 1.9586 -5.4228 -0.656
C -3.8922 0.4659 -3.0572 -0.169
C -0.1873 -3.9438 1.7147 0.629
C -4.3267 -0.5106 -5.0664 -0.187
C -0.0477 -2.8877 0.7156 1.752
C -0.5287 4.3007 -2.8127 -0.448
H 0.7164 -6.9146 -2.4704 0.522

=====

Please write out number 2 again, unchanged.
40
Properties=species:S:1:pos:R:3:mulliken_spin:R:1 method="wB97M-V/def2-TZVPD" total_charge=+1 de_lowest_ev=0.826 spin_multiplicity=2 s2=0.75 homo_lumo_gap_ev="10.152 / 3.615"
H 1.3495 1.7014 3.6810 0.037
O -2.2398 -3.5658 -1.5701 0.000
H -2.0334 -2.7255 -1.1609 0.000
O -2.1410 -2.9039 2.1660 0.000
H 1.3026 1.6838 -1.6037 -0.001
H -1.5618 -0.9325 -0.0796 0.001
H -1.6168 -4.1808 -1.1830 0.000
H 0.6075 0.1987 2.9508 0.071
H 2.2181 -0.2342 0.3914 0.000
C -0.2212 2.2342 1.0486 0.038
H -0.3443 1.6615 0.1294 0.053
H -2.2928 2.3679 1.7765 -0.001
C 2.8505 -0.5579 -3.1097 0.000
H 3.1487 -1.5895 -3.2963 0.000
C -0.7973 1.8776 3.2679 0.026
C -1.3790 1.7993 1.9489 -0.009
H 1.8354 -1.8597 -1.3550 0.000
H 2.8909 -0.0787 -4.0879 0.000
H -1.8724 -3.8224 2.1442 0.000
H -1.3198 1.2573 3.9961 0.001
C 1.4350 -0.3838 -2.4986 0.000
O -2.7911 0.1562 -0.7282 0.000
C 0.6175 1.2880 2.9872 0.031
O 0.9373 1.8798 1.7733 0.645
H -1.5469 0.7757 1.6142 0.012
H -0.2527 -1.5405 -0.5361 0.000
O 2.8412 0.0074 1.0767 0.025
O -0.9873 -1.6852 0.0603 -0.001
H -3.7146 -0.0449 -0.5769 0.000
H -0.6049 2.9226 3.5111 0.005
H -2.8031 0.9364 -1.2826 0.000
C 1.0014 1.0869 -2.4645 0.002
H 2.4912 0.8191 1.4439 0.000
H 3.6393 -0.1102 -2.5050 0.000
H -1.6894 -2.5041 1.4227 0.000
H -0.0885 1.0951 -2.4618 -0.001
H -0.4090 3.2693 0.7633 0.065
O 1.4884 -0.9743 -1.2234 0.000
H 1.3204 1.6483 -3.3427 0.000
H 0.7321 -0.9729 -3.0876 0.000